No. 1
The following is a quantum chemistry calculation of a structure of composition C19H13Cl52NO3S at a distorted geometry, from the Open Molecules 2025 dataset.

Computed properties:
LUMO energy: -0.0068 hartree
HOMO energy: -9.04 eV

Structure (ORCA input):
```
! RIJCOSX wB97M-V def2-TZVPD def2/J DEFGRID3
* xyz 0 1
Cl 9.688 4.787 3.709
Cl 0.269 1.166 -4.787
Cl 1.570 -5.409 -2.295
Cl -1.050 5.486 -1.000
Cl -6.601 3.967 -0.213
Cl -2.429 -2.161 -5.192
Cl 0.744 7.740 -0.978
Cl 1.641 -3.341 4.072
Cl -0.230 -4.170 -0.409
Cl -4.978 1.630 -0.690
Cl 6.114 -0.429 0.089
Cl 1.030 3.764 -3.789
Cl -4.022 4.235 -1.471
Cl 3.955 4.092 -9.077
Cl 0.852 -1.133 5.743
Cl -7.447 -8.216 -6.110
Cl 8.315 0.266 1.816
Cl -7.232 -8.530 -3.252
Cl 4.397 1.896 1.511
Cl -5.279 -2.535 -4.993
Cl -6.200 3.008 -2.903
Cl -1.685 2.847 -3.479
Cl 2.670 3.296 -6.619
Cl 0.830 5.764 1.123
Cl -3.494 -4.496 -3.867
Cl -4.506 0.168 4.838
Cl -1.408 7.589 0.947
Cl 2.101 3.284 2.578
Cl -2.801 -6.013 -0.568
Cl -3.885 -8.346 0.733
Cl 2.145 -2.775 -1.284
Cl 3.181 4.008 -0.022
Cl -0.071 -3.167 -3.088
Cl 8.014 -2.446 0.886
Cl -5.304 -2.373 3.743
Cl 2.126 -3.443 6.913
Cl 0.428 1.657 -1.934
Cl -5.207 -2.001 6.601
Cl 6.159 -1.369 2.810
Cl -5.655 -6.382 -0.422
Cl -9.007 -6.542 -4.354
Cl 3.642 -1.641 5.241
Cl -6.150 -6.187 -4.523
Cl -3.720 -4.230 -6.727
Cl 9.690 6.708 1.560
Cl 4.646 4.631 2.377
Cl 4.963 5.038 -6.547
Cl 2.441 6.011 -7.548
Cl 7.829 4.507 1.525
Cl -7.250 -0.690 5.046
Cl -4.073 -8.074 -2.131
Cl 7.497 6.640 3.429
S -1.428 -1.749 1.478
O -2.432 -2.378 0.714
O -0.504 -0.974 0.445
O -0.639 -2.636 2.238
N 1.396 0.338 0.461
C 0.011 2.352 -3.498
C 0.849 -3.883 -1.766
C 3.507 4.606 -7.449
C -4.100 -7.203 -0.596
C 2.065 -2.398 5.491
C -0.738 1.224 1.275
C 7.153 -0.996 1.401
C 3.008 -0.094 2.347
C 8.678 5.659 2.554
C -5.452 3.212 -1.318
C 3.580 3.459 1.607
C 0.188 0.067 1.175
C -3.730 -3.356 -5.193
C -0.223 6.655 0.026
C -7.459 -7.368 -4.560
C -2.040 0.901 2.027
C -2.139 -0.522 2.567
C 2.438 0.897 1.319
C -5.572 -1.229 5.060
H 0.392 -0.343 2.165
H 2.044 1.763 1.813
H -1.545 -0.584 3.458
H 3.254 1.193 0.690
H -3.126 -0.823 2.829
H 2.542 0.090 3.298
H -0.219 2.019 1.781
H 1.732 -0.523 0.053
H -1.007 1.610 0.318
H -2.101 1.570 2.859
H -2.883 1.068 1.389
H 2.723 -1.098 2.093
H 4.071 -0.002 2.450
*
```



No. 2
The following is a quantum chemistry calculation of a structure of composition C5H4InO7 at a distorted geometry, from the Open Molecules 2025 dataset.

Computed properties:
LUMO energy (spin up / spin down): -0.0860 / -0.0893 hartree
HOMO energy (spin up / spin down): -8.50 / -9.80 eV

Structure (ORCA input):
```
! RIJCOSX wB97M-V def2-TZVPD def2/J DEFGRID3
* xyz 0 2
In 0.779 0.047 1.598
O 1.512 0.681 -0.054
O 2.046 0.534 -2.177
O -1.011 0.318 1.724
O 1.929 -1.398 1.903
O 3.792 -2.536 1.290
O -1.275 -0.284 -1.158
O 0.014 -1.733 -2.136
C -1.570 0.989 -0.552
C 2.772 -1.909 1.104
C 1.421 0.133 -1.201
C -1.995 0.810 0.898
C -0.085 -0.671 -1.568
H -2.364 1.807 1.220
H -2.385 1.420 -1.147
H -0.693 1.644 -0.646
H -2.886 0.148 0.903
*
```



No. 3
The following is a quantum chemistry calculation of an isolated molecule of C3H3ClN2 at a distorted geometry, from the Open Molecules 2025 dataset.

Computed properties:
LUMO energy (spin up / spin down): -0.0273 / -0.0272 hartree
HOMO energy (spin up / spin down): -7.98 / -7.98 eV

Structure (ORCA input):
```
! RIJCOSX wB97M-V def2-TZVPD def2/J DEFGRID3
* xyz 0 1
Cl 3.969 -0.148 -0.090
N 0.220 -1.456 0.178
N 1.487 0.976 0.049
C 0.202 0.881 0.000
C -0.425 -0.426 -0.153
C 2.403 0.185 0.295
H 1.182 -1.169 0.583
H -1.455 -0.394 -0.192
H -0.280 1.813 0.238
*
```